Computed, not measured: a structure of composition C22H50O3P2PtS in a non-equilibrium geometry, with the ωB97M-V functional and the def2-TZVPD basis.

The geometry in ORCA input format:
```
! RIJCOSX wB97M-V def2-TZVPD def2/J DEFGRID3
* xyz 4 5
Pt 0.2577 0.0798 0.1154
C 0.1240 1.3221 -1.3363
O 0.0045 2.0828 -2.1955
C 0.0628 -1.1527 1.5452
O -0.1315 -1.9261 2.3853
P 1.1989 -1.5951 -1.2640
C 3.0380 -1.4299 -1.1475
H 3.4131 -2.2393 -1.7951
C 0.9498 -3.3603 -0.7505
H 1.1738 -3.3317 0.3331
C 0.8451 -1.3796 -3.0643
H 1.1663 -0.3359 -3.2390
C -1.5562 3.2604 0.8950
P -0.4622 1.8805 1.5294
H 1.0139 3.1784 2.8725
H -0.9466 3.6902 0.0823
C -1.1348 1.6247 3.2360
H -1.2896 2.6715 3.5518
C -0.5037 -3.8122 -0.9167
H -0.6306 -4.7678 -0.3883
H -0.7538 -3.9927 -1.9702
H -1.2280 -3.1020 -0.4979
C 1.8910 -4.3814 -1.4026
H 1.6803 -4.5054 -2.4708
H 1.7150 -5.3520 -0.9183
H 2.9513 -4.1408 -1.2714
C 1.6720 -2.3047 -3.9611
H 2.7422 -2.3140 -3.7243
H 1.5697 -1.9449 -4.9934
H 1.2848 -3.3298 -3.9377
C -0.6384 -1.4796 -3.4382
H -0.7390 -1.1107 -4.4704
H -1.2919 -0.8799 -2.7890
H -0.9848 -2.5227 -3.4285
C 3.5287 -0.0995 -1.7263
H 3.3091 -0.0076 -2.7979
H 4.6179 -0.0325 -1.5962
H 3.0752 0.7569 -1.2089
C 3.5581 -1.6794 0.2750
H 3.1612 -0.9387 0.9831
H 4.6557 -1.5937 0.2678
H 3.2972 -2.6815 0.6401
C -1.8544 4.3607 1.9273
H -0.9648 4.7525 2.4354
H -2.5725 4.0126 2.6834
H -2.3321 5.2003 1.4013
C -2.8776 2.7917 0.2785
H -3.5812 2.4548 1.0511
C 2.3721 1.7881 1.9514
H -2.7498 1.9930 -0.4641
H -3.3380 3.6598 -0.2170
C 1.4175 3.8613 0.8678
H 2.4775 1.1946 1.0210
H 3.2841 2.3991 2.0447
H 2.3252 1.0929 2.7993
C 1.1613 2.7307 1.8753
H 2.4651 4.1831 0.9394
H 0.7889 4.7393 1.0538
H 1.2527 3.5452 -0.1735
C -0.1534 0.9921 4.2272
H 0.1053 -0.0359 3.9406
H -0.6633 0.9597 5.2001
H 0.7608 1.5859 4.3402
C -2.4951 0.9166 3.2906
H -2.4586 -0.0867 2.8444
H -3.2990 1.4880 2.8122
H -2.7631 0.8014 4.3501
H 4.9224 2.2559 0.6424
H 5.2272 1.7095 0.2277
C -4.9370 -0.0697 -0.4930
S -3.5102 -1.1467 -0.2888
C -3.8694 -2.5382 -1.3808
O -2.3740 -0.4032 -0.9501
H -5.8384 -0.6853 -0.5959
H -4.7857 0.5912 -1.3561
H -5.0206 0.5340 0.4238
H -3.1926 -2.5065 -2.2414
H -3.6793 -3.4426 -0.7834
H -4.9164 -2.5018 -1.6960
*
```

Energy = -2292.34681 Ha